<A>
Here is a 2-piece molecular cluster, C4H12N3O overall from the Open Molecules 2025 dataset. Energies are from the ωB97M-V functional and the def2-TZVPD basis.

CARTESIAN COORDINATES (ANGSTROEM)
1 C 1.3767 -2.8812 -0.5061
2 C 0.2603 2.5107 0.1897
3 C 1.2794 -0.6196 -1.0767
4 C -2.3821 -1.1353 0.4345
5 N 1.5651 -1.6416 -0.1568
6 N 0.4472 0.3112 -0.3409
7 N 0.8777 1.5356 -0.5838
8 O -3.1843 -0.1672 0.8546
9 H 1.3935 -3.6282 0.2483
10 H 1.1821 -3.0006 -1.5250
11 H -0.2570 3.3640 -0.3289
12 H -0.5073 1.9024 0.7084
13 H 0.9745 2.9819 0.8804
14 H 0.7979 -1.0707 -2.1428
15 H 2.1943 -0.1161 -1.4721
16 H -2.2852 -1.4565 -0.5741
17 H -1.6713 -1.4305 1.1068
18 H 1.7568 -1.2965 1.0022
19 H 1.6100 1.8360 -1.1671
20 H -3.7253 0.4173 0.1597

Highest occupied orbital energy (alpha / beta) (eV): -11.52 / -9.66
LUMO level (alpha / beta) (eV): -5.1941 / -5.1685
Total charge: +1

Taken from the Mulliken analysis, the atomic charges in e are: C -0.131; C -0.662; C -0.542; C -0.500; N -0.067; N -0.273; N -0.023; O -0.459; H 0.293; H 0.286; H 0.259; H 0.271; H 0.281; H 0.317; H 0.337; H 0.300; H 0.306; H 0.457; H 0.199; H 0.350

=====

<B>
Here is an isolated ion of composition C4H12N3O and charge +1 from the Open Molecules 2025 dataset. Energies are from the ωB97M-V functional and the def2-TZVPD basis.

CARTESIAN COORDINATES (ANGSTROEM)
1 C 2.6572 -0.5263 -0.0506
2 C 1.4148 0.3220 0.6093
3 C 0.7722 1.4574 -0.3836
4 O -0.6870 1.6123 -0.2764
5 N -1.3547 0.5805 -0.8234
6 C -1.9907 -0.4157 -0.0712
7 N -3.0549 0.1032 0.9076
8 N -1.6855 -1.8989 -0.2190
9 H 3.1315 0.1833 -0.8845
10 H 3.4765 -0.7444 0.7605
11 H 2.3407 -1.5315 -0.5708
12 H 1.8455 0.8987 1.5544
13 H 0.5851 -0.4048 1.0037
14 H 1.0897 1.2121 -1.4908
15 H 1.2585 2.4974 -0.0667
16 H -1.4882 0.5019 -1.8743
17 H -2.6234 0.9538 1.3504
18 H -3.2907 -0.6275 1.6178
19 H -0.6972 -2.0429 0.1484
20 H -1.6996 -2.1306 -1.2407

Highest occupied orbital energy (eV): -14.46
LUMO level (eV): -5.9722
Total charge: +1

Taken from the Mulliken analysis, the atomic charges in e are: C -0.924; C -0.200; C -0.389; O -0.242; N -0.118; C 0.274; N -0.417; N -0.516; H 0.283; H 0.300; H 0.236; H 0.303; H 0.094; H 0.352; H 0.287; H 0.288; H 0.333; H 0.343; H 0.375; H 0.337

=====

Which one is most stable, and which one is least stable? <B> is the most stable of them, while <A> is the least stable.

=====

<A>
Here is an isolated molecule of C15H23NO from the Open Molecules 2025 dataset. Energies are from the ωB97M-V functional and the def2-TZVPD basis.

CARTESIAN COORDINATES (ANGSTROEM)
1 C -2.5484 -1.1674 1.2455
2 C -3.7173 -0.8694 0.3097
3 C -4.5684 -2.1253 0.1228
4 C -3.2526 -0.3610 -1.0603
5 C -2.5882 1.0163 -1.0485
6 N -1.2267 0.9851 -0.5677
7 C -0.7596 1.8139 0.3923
8 O -1.4491 2.6516 0.9351
9 C 0.7124 1.6092 0.7083
10 C 1.5844 2.2046 -0.3998
11 C 3.0797 2.0130 -0.1135
12 C 3.4411 0.5562 -0.0498
13 C 3.5276 -0.1969 -1.2150
14 C 3.8220 -1.5474 -1.1641
15 C 4.0349 -2.1663 0.0564
16 C 3.9540 -1.4257 1.2227
17 C 3.6579 -0.0748 1.1684
18 H -2.0185 -0.2576 1.5100
19 H -2.9132 -1.6226 2.1637
20 H -1.8498 -1.8592 0.7777
21 H -4.3389 -0.0940 0.7698
22 H -3.9807 -2.9166 -0.3386
23 H -5.4270 -1.9204 -0.5129
24 H -4.9324 -2.4854 1.0819
25 H -4.1250 -0.2974 -1.7143
26 H -2.5645 -1.0875 -1.5019
27 H -2.5976 1.4255 -2.0674
28 H -3.1302 1.7049 -0.3962
29 H -0.6095 0.2999 -0.9735
30 H 0.9261 0.5435 0.8175
31 H 0.9279 2.1103 1.6526
32 H 1.3391 1.7329 -1.3545
33 H 1.3685 3.2711 -0.4881
34 H 3.6516 2.4981 -0.9080
35 H 3.3290 2.4987 0.8313
36 H 3.3685 0.2826 -2.1710
37 H 3.8885 -2.1190 -2.0787
38 H 4.2661 -3.2205 0.0972
39 H 4.1218 -1.9010 2.1783
40 H 3.5964 0.4981 2.0828

Highest occupied orbital energy (eV): -9.26
LUMO level (eV): 0.7386

Taken from the Mulliken analysis, the atomic charges in e are: C -1.342; C 0.880; C -1.631; C -0.868; C -0.785; N -0.038; C 0.331; O -0.684; C -0.615; C -0.418; C -1.283; C 0.564; C -0.232; C -0.629; C -0.421; C -0.584; C -0.272; H 0.235; H 0.456; H 0.300; H 0.198; H 0.348; H 0.404; H 0.415; H 0.371; H 0.323; H 0.296; H 0.364; H 0.269; H 0.305; H 0.349; H 0.348; H 0.340; H 0.404; H 0.411; H 0.401; H 0.381; H 0.381; H 0.380; H 0.347

=====

<B>
Here is an isolated molecule of C15H23NO from the Open Molecules 2025 dataset. Energies are from the ωB97M-V functional and the def2-TZVPD basis.

CARTESIAN COORDINATES (ANGSTROEM)
1 C -1.0348 -2.9085 -0.1793
2 C -1.2314 -1.7827 0.8282
3 C -2.6704 -1.2656 0.8864
4 C -3.2094 -0.6888 -0.4272
5 C -2.3170 0.3670 -1.0792
6 C -2.1205 1.6166 -0.2220
7 C -0.9774 2.4863 -0.7636
8 N 0.2466 1.7381 -0.7729
9 C 1.0125 1.5499 0.2296
10 C 0.8216 2.1655 1.5919
11 C 2.1582 0.6506 0.0445
12 C 3.0682 0.4108 1.0797
13 C 4.1284 -0.4562 0.9293
14 C 4.3106 -1.1228 -0.2748
15 C 3.4332 -0.9113 -1.3136
16 C 2.3574 -0.0299 -1.1792
17 O 1.5527 0.1236 -2.2343
18 H -1.1976 -2.5575 -1.1946
19 H -1.7271 -3.7240 0.0202
20 H -0.0198 -3.2945 -0.1156
21 H -0.5485 -0.9648 0.5923
22 H -0.9638 -2.1489 1.8233
23 H -3.3258 -2.0876 1.1863
24 H -2.7346 -0.5066 1.6699
25 H -4.1941 -0.2562 -0.2306
26 H -3.3494 -1.5031 -1.1405
27 H -1.3427 -0.0707 -1.2958
28 H -2.7599 0.6595 -2.0344
29 H -1.8755 1.3269 0.8006
30 H -3.0398 2.2053 -0.1968
31 H -1.1823 2.7496 -1.8062
32 H -0.9112 3.4157 -0.1829
33 H 0.6766 1.3823 2.3342
34 H 1.7017 2.7451 1.8647
35 H -0.0429 2.8224 1.6114
36 H 2.9482 0.9128 2.0264
37 H 4.8133 -0.6163 1.7482
38 H 5.1382 -1.8053 -0.3980
39 H 3.5508 -1.4152 -2.2603
40 H 0.8581 0.7890 -1.9655

Highest occupied orbital energy (eV): -8.26
LUMO level (eV): 0.6307

Taken from the Mulliken analysis, the atomic charges in e are: C -1.426; C 0.498; C -0.809; C -1.036; C -0.038; C -0.148; C -1.355; N -0.533; C 1.368; C -1.780; C 0.778; C -0.744; C -0.904; C -0.388; C -0.612; C 0.412; O -0.722; H 0.298; H 0.353; H 0.409; H -0.424; H 0.408; H 0.414; H 0.346; H 0.359; H 0.402; H -0.132; H 0.393; H 0.100; H 0.434; H 0.460; H 0.437; H 0.333; H 0.496; H 0.369; H 0.334; H 0.392; H 0.393; H 0.435; H 0.431

=====

Which one is most stable, and which one is least stable? <A> is the most stable of them, while <B> is the least stable.

=====

<A>
Here is a 2-piece molecular cluster, C8H8N4O4 overall from the Open Molecules 2025 dataset. Energies are from the ωB97M-V functional and the def2-TZVPD basis.

CARTESIAN COORDINATES (ANGSTROEM)
1 O 0.6934 -1.3119 -0.3269
2 C 1.8182 -0.7230 -0.3319
3 C 3.0889 -1.4210 -0.3547
4 C 4.2448 -0.6517 -0.0854
5 N 4.3196 0.6570 0.1116
6 C 3.1920 1.3624 0.0701
7 O 3.1340 2.5933 -0.0862
8 N 2.0267 0.6252 0.0067
9 H 3.1699 -2.4478 -0.3349
10 H 5.1126 -1.2249 0.2379
11 H 5.1416 1.1314 0.0871
12 H 1.1446 1.1717 0.1335
13 O -5.5485 1.0821 -0.4314
14 C -4.4346 0.5760 -0.1814
15 C -4.1000 -0.8348 0.1439
16 C -2.9000 -1.3526 0.2479
17 N -1.7998 -0.5264 -0.0353
18 C -1.9881 0.8478 0.0054
19 O -1.0272 1.5541 -0.1773
20 N -3.2994 1.3271 0.0346
21 H -4.9906 -1.5223 0.6196
22 H -2.8627 -2.4108 0.5003
23 H -0.7439 -0.9020 -0.0188
24 H -3.3916 2.4011 0.1657

Highest occupied orbital energy (eV): -8.94
LUMO level (eV): -0.2860

Taken from the Mulliken analysis, the atomic charges in e are: O -0.742; C 0.639; C -0.726; C -0.060; N -0.041; C 0.347; O -0.618; N 0.004; H 0.428; H 0.342; H 0.176; H 0.206; O -0.626; C 0.372; C -0.413; C -0.008; N -0.049; C 0.366; O -0.672; N -0.097; H 0.164; H 0.354; H 0.354; H 0.300

=====

<B>
Here is C8H8N4O4 as an isolated structure from the Open Molecules 2025 dataset. Energies are from the ωB97M-V functional and the def2-TZVPD basis.

CARTESIAN COORDINATES (ANGSTROEM)
1 C 0.0370 0.6552 0.2910
2 C -0.1752 1.1035 1.7282
3 C -1.4910 1.2529 2.1472
4 C -2.3656 0.9960 -0.1144
5 C 1.4907 -1.0226 -2.2744
6 C 2.4940 -0.8093 -1.3078
7 C 2.4335 -0.9059 0.0187
8 C 0.0465 -1.2754 -0.3326
9 H -0.9933 0.4410 -1.4246
10 H 0.5213 0.9066 2.5202
11 H -1.7682 1.6065 3.1554
12 H -3.2456 1.8730 1.4778
13 H -0.7521 -1.2807 -2.0813
14 H 3.5091 -0.6727 -1.6409
15 H 3.1217 -0.6120 0.9885
16 H 0.8668 -0.8820 1.4444
17 N -1.1410 0.4364 -0.4535
18 N -2.4751 1.1353 1.2813
19 N 0.1878 -1.4225 -1.6864
20 N 1.2087 -1.3645 0.4892
21 O 1.2269 0.3999 0.0094
22 O -3.2160 1.4431 -0.9175
23 O 1.5723 -0.6073 -3.4770
24 O -1.0931 -1.3945 0.1593

Highest occupied orbital energy (eV): -8.36
LUMO level (eV): -0.3765

Taken from the Mulliken analysis, the atomic charges in e are: C 0.179; C -0.750; C -0.153; C 0.189; C 0.287; C -0.485; C 0.123; C 0.793; H 0.304; H 0.439; H 0.419; H 0.357; H 0.315; H 0.466; H 0.288; H 0.434; N 0.046; N -0.172; N -0.172; N -0.492; O -0.512; O -0.650; O -0.639; O -0.613

=====

Which one is most stable, and which one is least stable? <A> is the most stable of them, while <B> is the least stable.

=====

<A>
Here is a 2-piece molecular cluster, C8H8N4O4 overall from the Open Molecules 2025 dataset. Energies are from the ωB97M-V functional and the def2-TZVPD basis.

CARTESIAN COORDINATES (ANGSTROEM)
1 O 1.1691 -0.9885 -2.5942
2 C 1.0794 -0.9666 -1.2999
3 C 0.8266 -1.9865 -0.3476
4 C 0.9964 -1.7115 1.0432
5 N 1.2588 -0.4156 1.4691
6 C 1.6113 0.6281 0.6181
7 O 2.2094 1.5936 1.0032
8 N 1.4417 0.2140 -0.6774
9 H 0.4642 -3.0297 -0.5365
10 H 0.8703 -2.5294 1.7924
11 H 1.7328 -0.3661 2.4259
12 H 1.3340 1.1023 -1.0441
13 O -1.3665 -0.0707 2.3698
14 C -1.3997 0.4206 1.1975
15 C -2.1191 -0.2577 0.1591
16 C -1.8017 -0.1538 -1.1183
17 N -1.1081 0.9972 -1.5291
18 C -0.5241 1.9223 -0.5567
19 O 0.2347 2.8706 -0.7288
20 N -0.7970 1.5762 0.7788
21 H -2.7234 -1.0998 0.6162
22 H -2.2972 -0.6166 -1.8887
23 H -0.7973 0.7136 -2.6505
24 H -0.2945 2.1539 1.4986

Highest occupied orbital energy (eV): -9.27
LUMO level (eV): -0.3588

Taken from the Mulliken analysis, the atomic charges in e are: O -0.701; C 0.554; C -0.707; C -0.093; N -0.004; C 0.258; O -0.567; N 0.016; H 0.347; H 0.359; H 0.273; H 0.293; O -0.666; C 0.693; C -0.567; C -0.312; N -0.176; C 0.049; O -0.522; N -0.104; H 0.374; H 0.461; H 0.406; H 0.333

=====

<B>
Here is a 2-piece molecular cluster, C8H8N4O4 overall from the Open Molecules 2025 dataset. Energies are from the ωB97M-V functional and the def2-TZVPD basis.

CARTESIAN COORDINATES (ANGSTROEM)
1 O -4.2334 2.1655 -0.0881
2 C -3.8023 0.9988 -0.1007
3 C -4.5697 -0.2641 -0.2920
4 C -3.9323 -1.4395 0.0479
5 N -2.6988 -1.5371 0.5189
6 C -1.8047 -0.4432 0.4578
7 O -0.6384 -0.6332 0.6756
8 N -2.4043 0.7014 0.0000
9 H -5.5783 -0.3578 -0.7717
10 H -4.3146 -2.4283 -0.2873
11 H -2.2942 -2.3626 0.7358
12 H -1.7284 1.5330 -0.0696
13 O 5.5051 -0.6313 0.1619
14 C 4.4606 -0.0952 0.1694
15 C 4.1868 1.2203 0.4316
16 C 2.9343 1.7086 0.1157
17 N 2.0198 0.8312 -0.3035
18 C 2.1028 -0.5438 -0.4315
19 O 1.1204 -1.2491 -0.6132
20 N 3.3929 -0.8863 -0.3362
21 H 5.1747 1.8595 0.4303
22 H 2.6539 2.7279 0.1614
23 H 0.8943 0.9722 -0.1852
24 H 3.5537 -1.8471 -0.4271

Highest occupied orbital energy (eV): -9.24
LUMO level (eV): 0.2894

Taken from the Mulliken analysis, the atomic charges in e are: O -0.598; C 0.314; C -0.449; C -0.013; N -0.055; C 0.338; O -0.557; N -0.038; H 0.318; H 0.326; H 0.174; H 0.224; O -0.580; C 0.572; C -0.631; C 0.020; N -0.075; C 0.338; O -0.558; N -0.125; H 0.262; H 0.453; H 0.154; H 0.186

=====

Which one is most stable, and which one is least stable? <B> is the most stable of them, while <A> is the least stable.

=====

<A>
Here is a 2-piece molecular cluster, C2H7S3 overall from the Open Molecules 2025 dataset. Energies are from the ωB97M-V functional and the def2-TZVPD basis.

CARTESIAN COORDINATES (ANGSTROEM)
1 C -2.6039 0.1740 0.2130
2 S -2.0147 -1.4868 0.2827
3 H -2.1750 0.6964 -0.5847
4 H -3.7016 0.0271 0.2097
5 H -2.4759 0.4327 1.3028
6 C 1.6250 2.2979 -0.8306
7 S 1.1027 0.4313 -0.9418
8 S 1.5312 -0.3636 0.9889
9 H 2.3318 2.1990 0.0105
10 H 0.6946 2.8510 -0.6675
11 H 2.0532 2.7262 -1.7764
12 H -0.7614 -1.0574 -0.0648

Highest occupied orbital energy (eV): -2.49
LUMO level (eV): 3.4401
Total charge: -1

Taken from the Mulliken analysis, the atomic charges in e are: C -0.680; S -0.209; H 0.270; H 0.252; H 0.237; C -0.694; S -0.197; S -0.634; H 0.217; H 0.194; H 0.246; H -0.002

=====

<B>
Here is a 2-piece molecular cluster, C2H7S3 overall from the Open Molecules 2025 dataset. Energies are from the ωB97M-V functional and the def2-TZVPD basis.

CARTESIAN COORDINATES (ANGSTROEM)
1 S 2.3714 -1.1303 -0.1857
2 H 3.4518 -1.7317 0.2934
3 C -0.8101 -0.9202 -1.0158
4 C -0.3105 0.2573 -0.1826
5 S -1.5869 1.4247 0.3779
6 S -0.3886 2.7516 1.4935
7 H -1.4008 -0.5486 -1.8627
8 H -1.4274 -1.5607 -0.3800
9 H 0.0657 -1.4625 -1.3583
10 H 0.5145 0.7997 -0.6453
11 H 0.1216 -0.1121 0.7478
12 H -0.6007 2.2328 2.7178

Highest occupied orbital energy (eV): -2.78
LUMO level (eV): 2.9361
Total charge: -1

Taken from the Mulliken analysis, the atomic charges in e are: S -0.791; H -0.075; C -0.982; C -0.596; S -0.161; S -0.248; H 0.286; H 0.264; H 0.304; H 0.445; H 0.422; H 0.133

=====

Which one is most stable, and which one is least stable? <B> is the most stable of them, while <A> is the least stable.

=====

<A>
Here is an isolated ion of composition C9H11N4 and charge +1 from the Open Molecules 2025 dataset. Energies are from the ωB97M-V functional and the def2-TZVPD basis.

CARTESIAN COORDINATES (ANGSTROEM)
1 N -1.1723 -2.0258 -0.4843
2 C -0.1790 -1.1358 -1.0441
3 N -0.5178 -1.0599 -2.4894
4 C -1.4531 -0.2613 -2.9948
5 N -1.6636 0.8479 -2.3048
6 C -1.0547 1.1089 -1.0998
7 C -0.2659 0.2310 -0.4517
8 C 0.5475 0.3999 0.8066
9 C 0.0916 1.3031 1.8218
10 C 0.8667 1.4672 2.9144
11 C 2.0799 0.7869 3.0690
12 C 2.4205 -0.0132 1.9973
13 N 1.6756 -0.2413 0.9657
14 H -1.5514 -2.5580 -1.2103
15 H -0.7990 -2.7378 0.2303
16 H 0.8450 -1.6106 -0.9154
17 H -0.3406 -1.9829 -3.0008
18 H -1.7409 -0.3134 -4.0792
19 H -2.3741 1.4606 -2.4695
20 H -1.1954 2.0388 -0.6277
21 H -0.8813 1.8798 1.7461
22 H 0.3456 2.1724 3.6641
23 H 2.8602 0.8482 3.8716
24 H 3.4563 -0.6048 2.0849

Highest occupied orbital energy (eV): -12.34
LUMO level (eV): -4.1754
Total charge: +1

Taken from the Mulliken analysis, the atomic charges in e are: N -0.616; C 0.269; N -0.264; C -0.055; N 0.009; C -0.392; C 0.064; C 0.350; C -0.490; C -0.299; C -0.530; C -0.049; N -0.382; H 0.194; H 0.293; H 0.421; H 0.332; H 0.348; H 0.215; H 0.430; H 0.245; H 0.286; H 0.340; H 0.280

=====

<B>
Here is a 2-piece molecular cluster, C9H11N4 overall from the Open Molecules 2025 dataset. Energies are from the ωB97M-V functional and the def2-TZVPD basis.

CARTESIAN COORDINATES (ANGSTROEM)
1 C -3.1698 0.6084 0.1177
2 C -2.7939 1.9268 0.2393
3 C -2.2991 -0.3066 -0.3582
4 C -1.4404 2.1903 0.1802
5 C -0.9625 0.0534 -0.6392
6 C 0.3867 -2.6731 0.1341
7 C 0.4335 -1.8684 -1.1309
8 C 3.2361 1.1869 -0.1280
9 C 0.1232 -2.2063 1.3247
10 N -0.5458 1.3183 -0.3514
11 N -0.2159 -0.7931 -1.3365
12 N 2.1004 1.2728 -0.2894
13 N 4.5101 0.9807 0.0235
14 H -4.1250 0.3405 0.3672
15 H -3.4296 2.6586 0.6129
16 H -2.6675 -1.2822 -0.5158
17 H -0.9363 3.1902 0.4018
18 H 0.3522 -3.8052 0.0068
19 H 0.9206 -2.4366 -2.0454
20 H 0.2788 -1.0819 1.4068
21 H -0.1646 -2.9170 2.0232
22 H 0.5658 1.4306 -0.3426
23 H 4.9851 1.6119 -0.5859
24 H 4.8580 0.6012 0.8849

Highest occupied orbital energy (eV): -12.36
LUMO level (eV): -3.3142
Total charge: +1

Taken from the Mulliken analysis, the atomic charges in e are: C -0.298; C -0.862; C -0.440; C -0.082; C 0.311; C -0.122; C 0.039; C 0.178; C -0.609; N 0.018; N -0.296; N -0.337; N -0.442; H 0.501; H 0.419; H 0.405; H 0.346; H 0.281; H 0.336; H 0.233; H 0.336; H 0.573; H 0.257; H 0.257

=====

Which one is most stable, and which one is least stable? <A> is the most stable of them, while <B> is the least stable.